Version P
{
  "formula": "C4H5NO3S",
  "method": "ωB97M-V/def2-TZVPD",
  "homo_energy_ev": -9.37,
  "homo_lumo_gap_ha": 0.357,
  "lumo_energy_ev": 0.3,
  "symbols": ["C", "C", "C", "C", "N", "O", "O", "O", "S", "H", "H", "H", "H", "H"],
  "xyz": [[-0.245, -1.099, 0.032], [0.671, -0.193, -0.352], [-1.673, -0.791, 0.247], [2.001, -0.475, -0.915], [-1.270, 1.752, 1.610], [0.379, 1.087, -0.377], [-2.016, 0.477, -0.296], [-2.392, -1.458, 0.943], [-1.170, 1.796, 0.123], [-0.096, -2.165, 0.096], [2.899, 0.050, -0.350], [2.125, 0.071, -1.915], [2.211, -1.523, -1.054], [-1.425, 2.471, 2.207]]
}

***

Version Q
{
  "formula": "C4H5NO3S",
  "method": "ωB97M-V/def2-TZVPD",
  "homo_energy_ev": [-9.47, -9.47],
  "homo_lumo_gap_ha": [0.288, 0.288],
  "lumo_energy_ev": [-1.6, -1.6],
  "symbols": ["C", "C", "C", "C", "N", "O", "O", "O", "S", "H", "H", "H", "H", "H"],
  "xyz": [[-2.055, -0.446, -0.619], [-1.780, -0.931, 0.540], [1.338, 0.548, 0.772], [0.550, -0.717, 0.210], [0.302, -0.301, -1.064], [-0.045, 2.316, -0.682], [1.956, 1.469, -1.792], [-0.557, -1.136, 0.974], [0.925, 1.276, -0.846], [-2.419, -0.396, -1.560], [-2.489, -1.311, 1.293], [0.609, 0.990, 1.518], [2.354, 0.264, 1.028], [1.311, -1.624, 0.227]]
}

***

Going by the energies, version P is most stable and the next is 371.1 kJ/mol up.

***

Version P
{
  "formula": "C13H18N2O5",
  "method": "ωB97M-V/def2-TZVPD",
  "smiles": "C[C@@H](O)[C@@H](O)[C@@H](O)[C@H](O)/C=N/NC(=O)c1ccccc1",
  "homo_energy_ev": -9.13,
  "homo_lumo_gap_ha": 0.352,
  "lumo_energy_ev": 0.4,
  "symbols": ["C", "C", "O", "C", "O", "C", "O", "C", "O", "C", "N", "N", "C", "O", "C", "C", "C", "C", "C", "C", "H", "H", "H", "H", "H", "H", "H", "H", "H", "H", "H", "H", "H", "H", "H", "H", "H", "H"],
  "xyz": [[-3.907, -2.219, 0.670], [-2.547, -1.550, 0.866], [-1.797, -1.803, -0.290], [-2.718, -0.055, 1.238], [-1.473, 0.460, 1.654], [-3.390, 0.895, 0.216], [-3.419, 2.192, 0.796], [-2.717, 1.057, -1.180], [-2.934, -0.053, -1.983], [-1.264, 1.410, -1.007], [-0.426, 0.474, -0.943], [0.879, 0.675, -0.714], [1.623, -0.400, -0.300], [1.131, -1.501, -0.167], [3.061, -0.111, -0.057], [3.974, -1.129, -0.323], [5.326, -0.927, -0.118], [5.778, 0.288, 0.370], [4.874, 1.296, 0.661], [3.520, 1.102, 0.448], [-3.755, -3.285, 0.529], [-4.386, -1.825, -0.223], [-4.550, -2.062, 1.531], [-2.042, -1.997, 1.737], [-0.859, -1.554, -0.170], [-3.398, -0.054, 2.116], [-1.567, 1.423, 1.682], [-4.410, 0.537, 0.023], [-4.031, 2.190, 1.541], [-3.228, 1.901, -1.659], [-2.458, -0.810, -1.570], [-1.009, 2.470, -0.897], [1.267, 1.618, -0.706], [3.601, -2.072, -0.693], [6.028, -1.719, -0.334], [6.833, 0.447, 0.533], [5.224, 2.237, 1.059], [2.828, 1.889, 0.712]]
}

***

Version Q
{
  "formula": "C13H18N2O5",
  "method": "ωB97M-V/def2-TZVPD",
  "smiles": "C[C@@H](O)[C@H](N)C(=O)N[C@@H](Cc1ccc(O)cc1)C(=O)O",
  "homo_energy_ev": -8.49,
  "homo_lumo_gap_ha": 0.327,
  "lumo_energy_ev": 0.4,
  "symbols": ["C", "C", "O", "C", "N", "C", "O", "N", "C", "C", "C", "C", "C", "C", "O", "C", "C", "C", "O", "O", "H", "H", "H", "H", "H", "H", "H", "H", "H", "H", "H", "H", "H", "H", "H", "H", "H", "H"],
  "xyz": [[0.831, -3.406, -1.892], [2.012, -2.621, -1.577], [2.725, -2.675, -2.845], [1.813, -1.227, -1.019], [3.109, -0.865, -0.475], [0.918, -1.144, 0.113], [1.215, -1.382, 1.260], [-0.452, -0.973, -0.055], [-1.421, -0.898, 1.007], [-0.996, 0.183, 2.019], [-0.757, 1.596, 1.332], [0.418, 2.161, 0.995], [0.458, 3.426, 0.534], [-0.786, 4.082, 0.242], [-0.820, 5.289, -0.356], [-1.997, 3.448, 0.292], [-1.953, 2.219, 0.852], [-2.641, -0.719, 0.176], [-2.701, -0.718, -1.030], [-3.709, -0.614, 1.058], [1.124, -4.512, -1.798], [-0.047, -3.159, -1.072], [0.481, -3.031, -3.041], [2.627, -3.173, -0.725], [3.830, -2.453, -2.589], [1.274, -0.577, -1.856], [3.161, 0.091, 0.007], [3.207, -1.654, 0.293], [-0.935, -1.184, -1.083], [-1.382, -1.850, 1.536], [-0.127, 0.017, 2.617], [-1.903, 0.532, 2.694], [1.280, 1.533, 1.509], [1.265, 4.125, 0.433], [0.058, 5.578, -0.469], [-3.004, 3.913, -0.002], [-2.819, 1.490, 0.944], [-3.357, -0.847, 1.969]]
}

***

Going by the energies, version P is most stable and the next is 308.0 kJ/mol up.

***

Version P
{
  "formula": "C3H4ClF",
  "method": "ωB97M-V/def2-TZVPD",
  "smiles": "C/C(F)=C/Cl",
  "homo_energy_ev": -9.45,
  "homo_lumo_gap_ha": 0.377,
  "lumo_energy_ev": 0.8,
  "symbols": ["C", "C", "F", "C", "Cl", "H", "H", "H", "H"],
  "xyz": [[-0.668, 1.077, -0.005], [-0.061, -0.226, 0.337], [-0.232, -0.795, 1.551], [0.564, -0.902, -0.460], [1.745, -2.041, 0.147], [-0.233, 1.065, -1.081], [-0.011, 1.968, 0.644], [-1.728, 0.709, 0.344], [0.624, -0.856, -1.477]]
}

***

Version Q
{
  "formula": "C3H4ClF",
  "method": "ωB97M-V/def2-TZVPD",
  "smiles": "C=C=CCl.F",
  "homo_energy_ev": -10.06,
  "homo_lumo_gap_ha": 0.377,
  "lumo_energy_ev": 0.2,
  "symbols": ["C", "C", "C", "Cl", "H", "H", "H", "F", "H"],
  "xyz": [[-1.008, -0.155, 0.889], [-0.360, 0.380, -0.125], [0.516, 0.789, -1.031], [-0.282, 1.363, -2.503], [-1.575, -1.042, 0.705], [-1.243, 0.399, 1.764], [1.530, 0.519, -1.002], [1.647, -1.380, 0.668], [0.775, -0.873, 0.635]]
}

***

Version R
{
  "formula": "C3H4ClF",
  "method": "ωB97M-V/def2-TZVPD",
  "smiles": "C=C[C@@H](F)Cl",
  "homo_energy_ev": -10.11,
  "homo_lumo_gap_ha": 0.388,
  "lumo_energy_ev": 0.4,
  "symbols": ["C", "C", "C", "F", "Cl", "H", "H", "H", "H"],
  "xyz": [[2.241, -0.212, -0.358], [1.113, -0.792, 0.322], [-0.018, 0.106, 0.545], [0.181, 1.359, 0.017], [-1.635, -0.308, -0.229], [3.093, -0.813, -0.798], [2.187, 0.818, -0.708], [1.045, -1.797, 0.583], [-0.173, 0.183, 1.609]]
}

***

Going by the energies, version R is most stable and the next is 86.6 kJ/mol up.

***

Version P
{
  "formula": "C9H15N3O6",
  "method": "ωB97M-V/def2-TZVPD",
  "smiles": "NC(=O)C[C@H](N)C(=O)N[C@@H](CCC(=O)O)C(=O)O",
  "homo_energy_ev": -9.76,
  "homo_lumo_gap_ha": 0.374,
  "lumo_energy_ev": 0.4,
  "symbols": ["N", "C", "O", "C", "C", "N", "C", "O", "N", "C", "C", "C", "C", "O", "O", "C", "O", "O", "H", "H", "H", "H", "H", "H", "H", "H", "H", "H", "H", "H", "H", "H", "H"],
  "xyz": [[4.814, 0.574, 0.125], [3.934, -0.420, -0.262], [4.286, -1.407, -0.827], [2.581, -0.070, 0.189], [1.484, -1.037, -0.129], [0.976, -1.090, -1.531], [0.371, -0.651, 0.811], [0.510, -0.052, 1.898], [-0.891, -0.925, 0.178], [-2.262, -0.774, 0.725], [-2.470, 0.610, 1.298], [-2.253, 1.838, 0.254], [-1.097, 2.073, -0.673], [-1.402, 2.855, -1.563], [0.170, 1.875, -0.306], [-3.360, -1.218, -0.377], [-4.201, -0.626, -1.012], [-3.308, -2.582, -0.412], [4.496, 1.427, 0.587], [5.587, 0.561, -0.502], [2.659, -0.120, 1.239], [2.371, 1.000, -0.190], [1.745, -2.042, 0.278], [1.283, -0.331, -2.041], [1.140, -1.939, -2.016], [-0.677, -0.724, -0.856], [-2.312, -1.579, 1.481], [-3.348, 0.755, 1.803], [-1.727, 0.694, 2.078], [-3.096, 1.770, -0.483], [-2.501, 2.859, 0.760], [0.528, 1.588, 0.637], [-4.028, -2.891, -1.162]]
}

***

Version Q
{
  "formula": "C9H15N3O6",
  "method": "ωB97M-V/def2-TZVPD",
  "smiles": "NC(=O)CC[C@H](N)C(=O)N[C@@H](CC(=O)O)C(=O)O",
  "homo_energy_ev": -9.95,
  "homo_lumo_gap_ha": 0.376,
  "lumo_energy_ev": 0.3,
  "symbols": ["N", "C", "O", "C", "C", "C", "N", "C", "O", "N", "C", "C", "C", "O", "O", "C", "O", "O", "H", "H", "H", "H", "H", "H", "H", "H", "H", "H", "H", "H", "H", "H", "H"],
  "xyz": [[-4.276, 0.726, -0.721], [-3.153, 0.396, -0.033], [-2.597, 1.141, 0.719], [-2.712, -1.020, -0.345], [-1.501, -1.346, 0.499], [-0.146, -0.975, -0.052], [0.228, -1.388, -1.414], [0.998, -1.347, 0.941], [0.926, -2.297, 1.753], [2.080, -0.506, 0.896], [2.407, 0.504, -0.078], [1.959, 1.901, 0.486], [0.476, 2.145, 0.486], [-0.025, 2.437, -0.599], [-0.250, 1.946, 1.571], [3.851, 0.360, -0.394], [4.638, 1.277, -0.476], [4.338, -0.848, -0.586], [-4.705, 0.033, -1.318], [-4.718, 1.613, -0.551], [-3.578, -1.635, -0.220], [-2.483, -1.155, -1.435], [-1.519, -2.458, 0.631], [-1.540, -0.869, 1.466], [-0.151, 0.118, -0.073], [0.105, -2.381, -1.582], [-0.365, -0.821, -2.065], [2.807, -0.818, 1.479], [1.836, 0.250, -0.974], [2.367, 2.097, 1.501], [2.318, 2.679, -0.205], [-1.192, 1.735, 1.322], [3.577, -1.494, -0.629]]
}

***

Going by the energies, version Q is most stable and the next is 216.2 kJ/mol up.

***

Version P
{
  "formula": "C7H7F",
  "method": "ωB97M-V/def2-TZVPD",
  "homo_energy_ev": -8.48,
  "homo_lumo_gap_ha": 0.340,
  "lumo_energy_ev": 0.8,
  "symbols": ["C", "C", "C", "C", "C", "C", "C", "F", "H", "H", "H", "H", "H", "H", "H"],
  "xyz": [[-0.440, -1.309, -0.879], [-1.235, -0.222, -1.380], [0.692, -1.311, -0.158], [-1.148, 0.994, -0.931], [0.206, 0.491, 1.641], [1.236, -0.067, 0.538], [0.461, 1.191, 0.345], [1.043, 2.418, 0.426], [-0.879, -2.263, -1.215], [-1.921, -0.499, -2.104], [1.341, -2.131, 0.016], [-1.608, 1.930, -1.060], [-0.634, -0.190, 1.561], [0.568, 0.911, 2.484], [2.318, 0.058, 0.716]]
}

***

Version Q
{
  "formula": "C7H7F",
  "method": "ωB97M-V/def2-TZVPD",
  "smiles": "FCc1ccccc1",
  "homo_energy_ev": -9.29,
  "homo_lumo_gap_ha": 0.379,
  "lumo_energy_ev": 1.0,
  "symbols": ["F", "C", "C", "C", "C", "C", "C", "C", "H", "H", "H", "H", "H", "H", "H"],
  "xyz": [[0.421, -2.574, -1.587], [0.280, -2.193, -0.259], [0.180, -0.642, -0.090], [0.274, 0.229, -1.170], [0.058, 1.576, -0.989], [-0.334, 2.061, 0.249], [-0.401, 1.214, 1.342], [-0.130, -0.147, 1.199], [-0.569, -2.611, 0.219], [1.193, -2.596, 0.326], [0.475, -0.290, -2.129], [0.139, 2.218, -1.944], [-0.630, 3.134, 0.394], [-0.816, 1.511, 2.362], [-0.141, -0.889, 2.078]]
}

***

Going by the energies, version Q is most stable and the next is 382.4 kJ/mol up.